Here is a molecular structure, C12H30BeF2N2O4Pb in a non-equilibrium geometry from the Open Molecules 2025 dataset. Energies are from wB97M-V/def2-TZVPD.

Geometry as XYZ:
```
52
Properties=species:S:1:pos:R:3:mulliken_charge:R:1
Be -3.55522 -2.37107 -1.62209 0.876
Pb 2.42671 0.98310 0.71370 1.659
F -1.68502 -0.36318 1.78859 -0.612
F 0.75314 -1.52684 -2.51919 -0.621
C -5.09438 1.48978 -2.25986 -0.806
O -4.87496 0.68435 -3.34778 -0.231
C -4.25114 1.44212 -4.42070 -0.729
C -4.08633 0.59892 -5.69956 -0.698
N -3.35956 -0.63707 -5.30585 -0.129
C -3.11659 -1.45810 -6.48887 -0.742
C -2.66719 -2.83339 -5.97838 -0.740
O -3.58947 -3.39757 -5.01318 -0.254
C -4.36661 -4.47430 -5.43536 -0.681
H -5.57301 2.45173 -2.44338 0.327
H -4.13571 1.74067 -1.80587 0.372
H -5.65579 0.95419 -1.49431 0.253
H -3.27406 1.80944 -4.10688 0.405
H -4.73644 2.38197 -4.68388 0.473
H -3.29670 1.12701 -6.23407 0.361
H -4.93872 0.44575 -6.36143 0.496
H -2.45788 -0.45736 -4.88778 0.285
H -2.47967 -0.89723 -7.17288 0.465
H -4.00515 -1.52017 -7.11713 0.388
H -1.63574 -2.86962 -5.62782 0.447
H -2.47700 -3.45677 -6.85207 0.438
H -5.31212 -4.22224 -5.91555 0.282
H -4.58644 -4.93740 -4.47344 0.207
H -3.85240 -5.07727 -6.18377 0.327
C 1.80053 1.97288 5.69311 -0.436
O 2.70267 2.51649 4.69578 -0.356
C 3.94556 3.02480 5.20400 -0.548
C 5.08881 2.85708 4.17982 -0.890
N 5.33203 1.50416 3.72656 -0.246
C 5.77712 0.54970 4.79513 -0.853
C 4.68627 -0.29821 5.46023 -0.398
O 3.95130 -0.86248 4.45186 -0.298
C 2.92473 -1.70209 4.91850 -0.821
H 2.07122 0.92646 5.83395 0.036
H 0.80648 1.98824 5.24620 0.294
H 1.71433 2.60300 6.57834 0.315
H 4.20538 2.49244 6.11898 0.353
H 3.72214 4.06772 5.42874 0.476
H 5.98319 3.20961 4.69354 0.444
H 4.80382 3.42849 3.29644 0.353
H 6.15912 1.67552 3.17280 0.327
H 6.29424 1.03473 5.62304 0.363
H 6.59293 -0.02996 4.36321 0.534
H 4.02765 0.22211 6.15563 0.187
H 5.19263 -0.98938 6.13402 0.437
H 2.35409 -1.29222 5.75185 0.322
H 3.48378 -2.54081 5.33335 0.343
H 2.26321 -1.96767 4.09390 0.242
```

Its HOMO-LUMO gap is 0.1023 Eh. Its energy above the lowest of the compared OMol25 structures with the same formula, charge and spin is 1988.21 kJ/mol. The multiplicity is 1. The HOMO energy comes out at -13.70 eV. As for the net charge: +2.


Here is a molecular structure, C24H27N5PbS2 from the Open Molecules 2025 dataset. Energies are from wB97M-V/def2-TZVPD.

Geometry as XYZ:
```
59
Properties=species:S:1:pos:R:3:mulliken_charge:R:1
Pb 0.14996 -1.22000 -1.22653 1.102
C 3.44206 -0.82938 -0.49155 -1.031
C 2.76670 0.50369 -0.43763 0.711
N 1.57563 0.77888 -0.94202 -0.130
C 1.27079 2.12622 -0.77308 -1.403
C 2.22860 2.83407 -0.12964 -0.794
S 3.53662 1.83658 0.28454 -0.057
C -0.94586 1.89014 -2.13671 0.363
C -2.16615 2.67366 -2.59781 -0.046
S -3.57216 2.06537 -2.11576 0.043
C -2.69590 0.74659 -1.18233 0.587
N -1.43747 0.79612 -1.30431 -0.127
C -3.50302 -0.25017 -0.44284 -1.233
H 2.76486 -1.63188 -0.78939 0.147
H 3.88108 -1.09230 0.47024 0.388
H 4.24906 -0.80807 -1.22698 0.379
H 2.23659 3.88459 0.12516 0.499
H -2.12020 3.54811 -3.24804 0.425
H -4.28880 0.23416 0.14328 0.475
H -2.86370 -0.83009 0.22316 0.167
H -4.00912 -0.91412 -1.15413 0.403
C -0.49416 -5.38578 2.85796 -0.923
N -0.25919 -5.03678 1.41518 -0.022
C -1.54822 -4.74001 0.72556 -0.782
C 0.79303 -3.95623 1.20250 -1.644
C 0.49245 -2.60139 1.80750 1.044
C 0.66704 -2.47180 3.18762 -0.540
C 0.42771 -1.27410 3.84545 -0.947
C 0.03714 -0.16277 3.11372 -0.705
C -0.08328 -0.26572 1.73294 0.135
C 0.13224 -1.46938 1.04901 -0.289
H -1.18062 -6.22786 2.89337 0.363
H -0.92998 -4.52992 3.36421 0.479
H 0.45083 -5.66672 3.31665 0.366
H 0.13095 -5.87715 0.98421 0.349
H -1.98129 -3.85534 1.18632 0.359
H -2.21925 -5.58585 0.84875 0.377
H -1.35848 -4.58141 -0.33436 0.309
H 0.93400 -3.90021 0.12237 0.496
H 1.70346 -4.36583 1.63716 0.495
H 1.01446 -3.32118 3.76611 0.611
H 0.55979 -1.20904 4.91718 0.453
H -0.14897 0.78010 3.61363 0.497
H -0.34166 0.63615 1.17909 0.247
N 0.91628 3.28318 -3.57252 0.087
C 0.51114 1.99562 -3.96000 -0.484
N -0.35183 1.30485 -3.33456 -0.388
C 0.01114 2.83806 -1.36316 3.712
C -0.70060 3.53914 -0.23592 -0.865
C -0.61604 4.86047 -0.05239 -0.918
C 0.14209 5.67204 -0.98273 -0.564
C 0.72131 5.16405 -2.11595 -1.295
C 0.56207 3.80787 -2.39827 0.176
H 1.43073 3.84991 -4.24248 0.360
H 0.96062 1.60652 -4.86962 0.486
H -1.23463 2.91098 0.47056 0.385
H -1.10218 5.33924 0.78835 0.592
H 0.22365 6.73848 -0.79172 0.540
H 1.22867 5.81561 -2.81941 0.577
```

Its HOMO-LUMO gap is 0.1983 Eh. Its energy above the lowest of the compared OMol25 structures with the same formula, charge and spin is 91.62 kJ/mol. The multiplicity is 1. The HOMO energy comes out at -19.51 eV. As for the net charge: +4.


Here is 4 unconnected molecules or ions with the total composition C16H41BrN3O5 in a non-equilibrium geometry from the Open Molecules 2025 dataset. Energies are from wB97M-V/def2-TZVPD.

Geometry as XYZ:
```
66
Properties=species:S:1:pos:R:3:mulliken_charge:R:1
Br 0.68920 0.48688 1.00758 -0.810
C 6.55563 -1.61344 -1.24468 -0.862
O 5.11706 -1.53076 -1.34042 -0.276
C 4.63464 -2.39564 -0.30833 -0.612
C 3.06380 -2.15134 -0.17145 -0.724
N 2.33016 -1.86964 -1.42661 0.108
C 2.42703 -3.04905 -2.30641 -0.458
C 1.65038 -3.18375 -3.65813 -0.804
O 0.49874 -2.41261 -3.50689 -0.032
C -0.51437 -2.67799 -4.50638 -0.668
H 6.93338 -0.92334 -1.99910 0.272
H 6.86176 -2.61840 -1.53528 0.329
H 7.05615 -1.24919 -0.34752 0.313
H 5.13831 -2.26083 0.64888 0.518
H 4.71228 -3.47045 -0.47224 0.343
H 2.90065 -1.22772 0.38389 0.116
H 2.59546 -2.90645 0.45988 0.369
H 2.85087 -1.11146 -1.84389 0.098
H 1.86741 -3.85914 -1.83878 0.273
H 3.44778 -3.41259 -2.42479 0.300
H 1.43251 -4.24602 -3.76859 0.318
H 2.09820 -2.73262 -4.54359 0.373
H -0.80155 -3.69773 -4.76281 0.382
H -0.20377 -2.21795 -5.44445 0.326
H -1.33075 -2.09773 -4.07634 -0.070
C -3.69878 -0.38082 6.39769 -0.625
O -2.62977 -0.11964 5.45055 -0.327
C -1.40386 0.46731 6.02047 -0.643
C -0.64677 1.32527 5.06990 -0.316
N -1.27695 2.60471 4.70782 -0.516
C -0.73652 3.08882 3.43366 -0.158
C -1.46372 4.26453 2.70199 -0.700
O -2.67012 3.84394 2.12176 -0.401
C -2.50608 3.54997 0.78212 -0.628
H -4.16445 -1.32555 6.11707 0.207
H -4.42635 0.41244 6.22601 0.207
H -3.20056 -0.47610 7.36247 0.333
H -0.68066 -0.27390 6.36061 0.312
H -1.67083 1.11843 6.85286 0.412
H -0.44438 0.81218 4.12975 0.297
H 0.29366 1.49269 5.59493 0.234
H -2.26674 2.41610 4.63834 0.297
H -0.93060 2.28066 2.72845 0.146
H 0.32094 3.30214 3.58977 0.277
H -0.84694 4.70491 1.91857 0.400
H -1.78212 5.04988 3.38752 0.345
H -3.45529 3.31610 0.30003 0.207
H -1.83444 2.70680 0.62066 0.252
H -1.98307 4.29271 0.17971 0.358
C -3.88423 0.86652 -2.63777 -1.627
C -2.52450 0.15269 -2.45442 0.636
C -1.36671 0.81126 -3.20541 -0.903
O -0.07899 0.30772 -2.84142 0.010
C 1.02112 0.58052 -3.79262 -0.963
N -2.16000 -0.06093 -1.06217 -0.349
H -4.66276 0.38713 -2.04433 0.368
H -4.11337 1.03347 -3.69026 0.384
H -3.93015 1.88233 -2.24518 0.287
H -2.60485 -0.86976 -2.82353 0.086
H -1.45873 1.88729 -3.05780 0.471
H -1.60730 0.64968 -4.25618 0.391
H 1.10098 1.63116 -4.07168 0.441
H 0.95285 0.21900 -4.81865 0.321
H 2.03736 0.25088 -3.57652 0.197
H -1.72569 0.70596 -0.56887 -0.033
H -2.90173 -0.47984 -0.51954 0.191
```

Its HOMO-LUMO gap is 0.2347 Eh. Its energy above the lowest of the compared OMol25 structures with the same formula, charge and spin is 278.50 kJ/mol. The multiplicity is 1. The HOMO energy comes out at -3.51 eV. As for the net charge: -1.


Here is a molecular structure, C7H13NO in a non-equilibrium geometry from the Open Molecules 2025 dataset. Energies are from wB97M-V/def2-TZVPD.

Geometry as XYZ:
```
22
Properties=species:S:1:pos:R:3:mulliken_charge:R:1
C 0.56355 0.37776 -0.15610 1.593
C 0.69462 1.87588 -0.12777 -1.520
C 1.81293 -0.35415 -0.56178 -1.771
C -0.94336 -1.59308 -1.57222 -1.433
C -1.16015 0.62611 1.74296 -1.546
C -0.94612 -0.22763 -0.95230 0.623
C -0.27997 -0.26959 0.88988 0.682
N 0.08329 -1.47184 1.29660 -0.776
O -1.74857 0.61912 -1.25958 -0.547
H 0.30982 -1.49970 2.28917 0.225
H 1.02298 2.22532 0.85197 0.283
H -0.26682 2.35522 -0.32235 0.361
H 1.39240 2.22020 -0.88932 0.399
H 1.67509 -1.43189 -0.51769 0.448
H 2.11015 -0.05158 -1.56716 0.396
H 2.62603 -0.11178 0.12637 0.393
H -1.03774 -2.35453 -0.79988 0.341
H -0.00424 -1.79700 -2.08230 0.288
H -1.77597 -1.68549 -2.26616 0.418
H -1.75951 1.30722 1.14100 0.353
H -1.83107 0.00850 2.33780 0.430
H -0.53732 1.23291 2.39884 0.362
```

Its HOMO-LUMO gap (alpha / beta) is 0.2753 / 0.2755 Eh. Its energy above the lowest of the compared OMol25 structures with the same formula, charge and spin is 311.17 kJ/mol. The multiplicity is 1. The HOMO energy (alpha / beta) comes out at -7.83 / -7.83 eV.


Here is a molecular structure, C20H63O12V in a non-equilibrium geometry from the Open Molecules 2025 dataset. Energies are from wB97M-V/def2-TZVPD.

Geometry as XYZ:
```
96
Properties=species:S:1:pos:R:3:mulliken_spin:R:1
V 3.54993 -0.81231 -0.60871 2.543
C -0.68187 0.25530 -0.51618 0.003
C 0.43424 -0.03129 0.46335 0.023
O 1.64774 -0.31201 -0.20939 -0.614
H -0.89985 -0.63698 -1.10641 0.001
H -0.46093 1.05326 -1.22676 0.000
H -1.59157 0.55141 0.00739 -0.004
H 0.17824 -0.86645 1.12654 -0.027
H 0.58594 0.78183 1.18188 -0.022
C -3.97036 3.53907 -0.20850 0.000
C -5.20179 2.72975 -0.54056 0.000
O -6.17363 3.61005 -1.10861 0.000
H -4.12710 4.00652 0.76945 0.000
H -3.73302 4.27930 -0.96452 0.000
H -3.15479 2.85550 0.05941 0.000
H -5.60042 2.26920 0.37242 0.000
H -5.00244 1.92276 -1.25690 0.000
H -6.79761 3.06555 -1.59874 0.000
C -4.07764 -1.09604 -2.17920 0.000
C -3.14147 -0.50052 -3.19829 0.000
O -3.77018 -0.52128 -4.47016 0.000
H -4.40881 -2.10484 -2.42732 0.000
H -4.95041 -0.44546 -2.11483 0.000
H -3.60965 -1.19455 -1.19656 0.000
H -2.20449 -1.07816 -3.24005 0.000
H -2.90176 0.53280 -2.91173 0.000
H -3.12404 -0.25313 -5.13011 0.000
C -0.97466 2.08110 3.76707 -0.001
C -1.34284 3.39539 3.06699 0.000
O -2.18258 4.17639 3.88452 0.000
H -0.20692 2.18998 4.53752 0.000
H -0.60497 1.30526 3.09165 -0.002
H -1.84581 1.73357 4.32277 0.000
H -1.91502 3.19610 2.15195 0.000
H -0.44834 3.89923 2.69229 0.000
H -3.09829 4.07873 3.62078 0.000
C -0.76772 -4.19340 0.21496 0.002
C -1.96421 -5.14145 0.13658 0.000
O -2.26405 -5.72322 1.38478 0.000
H -0.69106 -3.68391 1.17751 -0.002
H -0.82259 -3.43253 -0.57088 0.000
H 0.17635 -4.73353 0.07933 -0.001
H -1.80746 -5.89208 -0.64452 0.000
H -2.83782 -4.56279 -0.16980 0.000
H -1.64672 -6.43880 1.56904 0.000
C 0.82677 -3.93740 4.97315 0.000
C -0.44378 -3.55212 4.23966 0.000
O -0.26493 -2.27548 3.62575 -0.001
H 1.16680 -3.20592 5.70795 0.000
H 1.67540 -4.02989 4.28900 0.000
H 0.74131 -4.89525 5.48442 0.000
H -1.30945 -3.55457 4.90829 0.000
H -0.67709 -4.33287 3.50391 0.000
H -1.10509 -2.08676 3.18972 0.000
C 2.36603 1.20638 -4.46188 -0.001
C 1.96943 0.41269 -3.23463 -0.002
O 3.07404 -0.38904 -2.76792 0.003
H 2.53189 0.46642 -5.25476 0.000
H 3.25037 1.83086 -4.33476 0.000
H 1.60725 1.89086 -4.83955 0.000
H 1.10699 -0.21265 -3.47361 -0.002
H 1.63761 1.09901 -2.45685 0.018
H 3.53876 -0.79206 -3.51530 0.004
C -0.30748 3.80370 -2.28346 0.001
C 1.14215 4.19487 -2.48357 0.001
O 1.40297 4.31902 -3.89158 0.000
H -0.99278 4.62276 -2.47951 0.000
H -0.38789 3.54738 -1.22004 0.000
H -0.60127 2.91729 -2.84649 0.000
H 1.86594 3.50303 -2.03488 -0.002
H 1.32251 5.17869 -2.03836 0.000
H 2.31521 4.60829 -3.99918 0.000
C 2.12809 3.34166 0.77814 0.005
O 3.47083 3.57920 0.36528 0.002
H 2.08314 3.26370 1.86832 0.001
H 1.41771 4.11060 0.46327 0.000
H 1.80794 2.40899 0.31029 0.011
H 3.85782 4.21837 0.97307 -0.001
C 2.11122 -3.23663 -1.89613 0.009
O 3.44847 -2.73184 -1.65118 -0.007
H 1.88223 -3.97897 -1.13087 0.003
H 1.39549 -2.42767 -1.77537 0.007
H 2.00024 -3.70139 -2.87405 0.002
H 4.07518 -3.42564 -1.89806 0.002
C 3.66917 0.40491 2.18700 0.015
O 4.59136 0.00158 1.13892 0.014
H 2.87015 -0.33067 2.23648 0.003
H 4.14504 0.42622 3.16686 0.002
H 3.22112 1.37968 2.00737 0.002
H 5.41880 0.48056 1.30155 0.001
C 2.56704 -3.08550 1.73541 -0.003
O 3.61189 -2.41614 0.99014 -0.002
H 1.57213 -2.88514 1.33907 0.015
H 2.67392 -4.17231 1.72379 0.001
H 2.55853 -2.73901 2.76931 -0.001
H 4.40331 -2.67515 1.48643 0.003
```

Its HOMO-LUMO gap (alpha / beta) is 0.1533 / 0.2314 Eh. The multiplicity is 3. The HOMO energy (alpha / beta) comes out at -13.47 / -13.47 eV. As for the net charge: +2.


Here is 2 unconnected molecules or ions with the total composition CH6N2 in a non-equilibrium geometry from the Open Molecules 2025 dataset. Energies are from wB97M-V/def2-TZVPD.

Geometry as XYZ:
```
9
Properties=species:S:1:pos:R:3:mulliken_spin:R:1
N 1.92337 -2.50392 -1.39263 0.608
H 2.53526 -1.97164 -2.00299 -0.010
H 1.00997 -2.09856 -1.35880 -0.017
H 2.32409 -2.53013 -0.40776 -0.012
C -1.39264 1.65744 1.37514 -0.008
N -0.98784 1.19102 0.24662 0.343
H -1.03092 1.34666 2.42539 0.030
H -2.00481 2.58853 1.49253 0.049
H -1.02652 1.91079 -0.37720 0.016
```

Its HOMO-LUMO gap (alpha / beta) is 0.4453 / 0.1045 Eh. Its energy above the lowest of the compared OMol25 structures with the same formula, charge and spin is 124.22 kJ/mol. The multiplicity is 2. The HOMO energy (alpha / beta) comes out at -15.99 / -13.24 eV. As for the net charge: +1.


These records have energy values of -35150.0870 -59652.9373 -102003.1500 -11004.5279 -72000.0014 -4102.8406 eV, in the order they appear.